Record 1
Molecular formula: C35H48N5O2SV
Method: DFT, ωB97M-V with the def2-TZVPD basis set

E_HOMO (alpha / beta), eV: -17.02 / -16.83
Multiplicity: 2
Kohn-Sham gap (alpha / beta), Eh: 0.202 / 0.184
Charge: +3

```
92
C35H48N5O2SV | OMol25 | ωB97M-V with the def2-TZVPD basis set
V -0.11256 0.39928 -1.99119
S 0.12544 0.00028 -4.26259
O 1.40954 1.00898 -1.66149
O -1.43826 -0.57642 -1.69189
N -0.62716 -2.36832 -5.17759
N -1.13906 2.12398 -1.98459
N 0.36624 6.58548 -2.55779
N 1.63574 -2.07682 -4.85229
N -0.01716 0.20298 -0.02139
C 0.39444 -1.62752 -4.79279
C -0.29486 5.66148 -2.44119
C -1.90226 -0.94122 -0.55209
C -3.18086 3.36478 -2.07009
C -2.49036 4.55158 -2.25359
C -0.46086 3.25758 -2.15689
C 3.04784 0.56998 2.04281
C 4.84294 -0.57532 3.36821
C 3.65324 0.40228 3.41231
C 4.28214 0.36998 -2.47459
C 5.75984 1.82178 -1.08959
C -4.54926 -0.81282 3.64451
C 2.66104 -0.09772 4.46141
C -5.06756 -3.08892 -0.97159
C -2.88426 -3.36072 -2.13069
C -1.09446 4.49328 -2.28639
C 1.18664 0.48308 0.51631
C -3.26556 -2.95642 3.86321
C -2.22886 -0.80912 4.57471
C -3.04266 -1.73112 -0.27169
C 4.18144 1.79018 3.85741
C 4.31084 1.56208 -1.49939
C 3.86624 1.02928 0.97811
C -2.47536 2.17858 -1.93629
C -2.65226 -1.28882 2.12801
C -4.22176 -1.26222 -2.43059
C 3.42324 1.20138 -0.31959
C -3.14996 -1.45242 3.53801
C -1.49376 -0.57362 1.84511
C 2.04864 0.96228 -0.55259
C -3.37796 -1.87512 1.06121
C -1.08296 -0.41612 0.52741
C 1.71204 0.27288 1.78891
C 3.76644 2.81908 -2.19589
C -3.80986 -2.35362 -1.42929
H 4.90414 1.23638 1.18711
H 1.80674 0.56768 4.56611
H -3.39476 -3.75732 -3.00329
H 5.25024 -0.68872 4.36971
H 1.08914 -0.14652 2.56031
H 3.15814 -0.14092 5.42651
H 4.50654 -1.55112 3.02261
H 1.86174 -2.96722 -5.27679
H 2.31224 -1.10322 4.23211
H 3.26664 0.17828 -2.83269
H -5.77526 -2.41322 -0.49879
H 2.41044 -1.46232 -4.64239
H -0.49746 -3.28012 -5.59759
H -2.29776 -3.43622 3.73451
H -2.15666 0.26798 4.43431
H 4.98434 2.15438 3.22401
H -2.63516 -0.97872 5.56721
H -4.89036 -0.89252 4.67271
H 3.37074 2.51528 3.84841
H 4.56684 1.70488 4.86951
H -1.56176 -1.98442 -5.20779
H -5.55156 -3.52172 -1.84159
H 6.21454 0.94468 -0.63419
H -3.00986 1.24968 -1.77509
H -4.25976 3.35488 -2.02589
H 4.66484 -0.52532 -1.98899
H -4.85356 -1.71142 -3.19189
H -1.94736 -2.89582 -2.44689
H -3.57586 -3.07682 4.89731
H -4.83066 -3.90322 -0.29339
H -3.35906 -0.81492 -2.92719
H 3.64584 3.63128 -1.48249
H -0.94716 -0.08542 2.63241
H -3.00766 5.49408 -2.36269
H 5.83284 2.66648 -0.40819
H 4.47214 3.14038 -2.95619
H -4.79856 -0.48282 -1.93729
H -3.99176 -3.46402 3.23641
H -1.23256 -1.24742 4.54831
H -4.25486 -2.45342 1.30211
H 2.81464 2.62498 -2.69029
H -5.28196 -1.29912 3.00811
H -4.49766 0.23908 3.37371
H 4.91294 0.59568 -3.32859
H 0.62334 3.21138 -2.19099
H 5.64554 -0.23652 2.72041
H -2.65576 -4.19032 -1.46709
H 6.33634 2.06538 -1.97799
```

Atomic partial charges in e from the Löwdin method, atoms 1 to 4:
1. V 0.84
2. S 0.78
3. O -0.16
4. O -0.17

Record 2
Molecular formula: C11H22O4Pd
Method: DFT, ωB97M-V with the def2-TZVPD basis set

E_HOMO, eV: -15.27
Multiplicity: 1
Kohn-Sham gap, Eh: 0.073
Charge: +2

```
38
C11H22O4Pd | OMol25 | ωB97M-V with the def2-TZVPD basis set
Pd -1.98235 0.94680 3.70571
O 2.08178 -0.98733 -3.39183
O -1.83027 2.80155 2.25821
O -2.26246 0.20008 1.28637
O 2.64084 1.25125 -3.64968
C 2.35556 -1.25048 -1.96375
C -0.38417 -1.40390 1.57545
C -1.89502 1.20320 0.29711
C 0.21346 0.79806 -3.18038
C 1.41708 -2.43852 -1.38328
C -1.32075 2.54377 0.93024
C -0.93427 3.84811 2.82137
C 0.34594 -2.75989 1.07951
C 1.74885 0.41069 -3.44174
C 1.66190 -2.49751 0.20577
C -1.81393 -1.14275 0.88549
H -1.58886 3.41646 0.22417
H 2.21201 -0.27648 -1.38204
H -2.55151 -1.88090 1.34926
H -1.04326 0.75031 -0.33623
H 3.47500 -1.52469 -1.92782
H 2.40182 -3.34749 0.44026
H -1.81225 -1.28751 -0.24722
H -0.58881 -1.52063 2.70827
H -0.12817 0.18900 -2.26418
H -2.81987 1.41086 -0.36222
H 0.07137 1.92034 -3.01387
H -0.17959 2.41303 1.02434
H 0.69977 -3.28022 2.04945
H -0.38651 0.39864 -4.06632
H -0.38390 -3.50783 0.59721
H 0.29957 -0.48549 1.48841
H 0.03837 3.35368 3.14916
H -0.66218 4.51501 1.92032
H 2.19334 -1.52157 0.52225
H -1.44440 4.47993 3.61498
H 1.83428 -3.40629 -1.83210
H 0.32158 -2.33129 -1.69068
```

Atomic partial charges in e from the Löwdin method, atoms 1 to 4:
1. Pd 1.01
2. O -0.04
3. O -0.23
4. O -0.18

Record 3
Molecular formula: C42H82Br6F3NiO18S8
Method: DFT, ωB97M-V with the def2-TZVPD basis set

E_HOMO (alpha / beta), eV: -11.17 / -11.17
Multiplicity: 3
Energy relative to the best compared isomer or geometry (same formula, charge and spin), kJ/mol: 369.40
Kohn-Sham gap (alpha / beta), Eh: 0.238 / 0.223
Charge: +1

```
160
C42H82Br6F3NiO18S8 | OMol25 | ωB97M-V with the def2-TZVPD basis set
Br 1.97674 -1.69058 7.13176
Br 8.07295 1.29921 -8.48026
Br -1.27039 -5.40065 1.33939
Br 4.23355 1.57257 4.68378
Br -0.58852 -5.78591 4.87832
Br 5.14348 1.31643 -4.83585
Ni -3.81421 -0.22890 -3.74996
S -4.66379 0.55547 6.15360
S -6.20759 -3.80355 -1.43441
S -6.67056 3.02197 -1.65229
S -1.10824 10.22154 1.75344
S 6.09620 -5.01757 4.57686
S 9.50571 0.14587 1.68074
S -1.40813 3.69050 -5.54488
S -0.52002 -3.19544 -5.91996
F -0.14367 1.75833 0.48484
F 1.79555 0.95923 0.69729
F 0.13137 0.03582 1.61091
O -5.96318 1.76264 -1.98891
O 6.50078 -5.11784 5.99747
O -1.36046 4.98791 -4.83315
O 5.92582 -3.74601 3.92857
O 0.47709 -2.45155 -6.61982
O 10.48029 -0.87463 1.34439
O -0.94609 -0.38998 -1.39212
O -5.76484 1.51638 6.28241
O -4.47767 -0.20621 4.93554
O 9.27345 0.46782 3.10149
O -5.91106 -5.14361 -1.87953
O -5.47840 -2.67318 -1.99304
O -1.71200 -2.54613 -5.36845
O -2.14462 11.22309 1.40306
O -0.13882 10.52003 2.77283
O 1.05714 -1.38399 -0.73464
O -2.20644 2.57585 -4.96253
O -7.10031 3.94130 -2.67481
C 4.83552 -6.69091 2.99727
C -0.93755 8.06240 0.00381
C 0.54290 0.62949 0.46619
C -1.13198 -4.54995 -7.01593
C 6.50833 0.94950 -7.34656
C -1.97137 3.96249 -7.22763
C -6.37129 -3.58416 0.42303
C 8.48986 2.26770 0.22670
C -7.82286 -3.68501 0.72452
C 4.61005 -5.97756 4.32590
C 6.39625 2.00719 -6.17302
C 2.70056 -3.07994 -0.49314
C -1.49304 -4.30268 3.90080
C -7.39380 2.54812 0.87230
C 0.34396 3.06759 -5.97399
C -3.03530 -0.54844 8.06872
C -0.35310 9.50990 0.24377
C -1.96997 8.53226 2.17605
C 2.46917 -0.27418 5.75990
C 3.58667 0.66153 6.28932
C 0.10014 -4.36889 -4.68995
C -0.50360 -5.90369 -6.52203
C -0.51943 -5.80705 -4.95530
C -2.54648 0.95259 7.89468
C -5.70151 3.88839 -0.32976
C 9.90127 1.75557 0.76024
C -4.52180 -0.51677 7.61594
C 7.84463 -0.15207 0.83683
C -0.95341 -3.92013 2.56123
C -1.22442 7.46460 1.38637
C -8.49687 -2.92915 -0.49143
C -0.67480 4.04738 -8.06661
C -8.00305 -3.53325 -1.79583
C 0.32986 2.95411 -7.56467
C 0.36322 -0.12604 -0.91933
C -3.01718 1.50033 6.52769
C -8.03382 2.72413 -0.52305
C 2.43375 -1.63362 -1.00693
C 7.71808 1.01145 -0.19185
C 6.22911 -7.26064 2.99533
C 7.19698 -6.21449 3.59535
C -6.54256 3.80945 1.04928
H 2.73285 -1.43673 -2.03644
H 0.12610 -3.77363 2.59723
H -5.09136 -1.41099 7.36282
H -8.46515 -4.51992 -1.82820
H 7.74422 -5.55781 2.91904
H -0.06829 1.97577 -7.83380
H -0.93702 -4.32549 -8.06460
H -1.45507 -3.38111 4.48163
H 8.70376 2.91585 -0.62315
H -1.57750 -5.83402 -4.69481
H -0.31261 5.06699 -7.93503
H 7.85323 -6.66615 4.33929
H -1.47613 1.02361 8.08811
H -6.05655 -2.56004 0.62359
H 1.58412 0.36114 5.72603
H 4.39856 0.06437 6.70445
H -8.59083 1.86133 -0.88830
H -9.58266 -2.86339 -0.56088
H 3.70778 -3.40822 -0.74976
H -0.93140 3.99879 -9.12486
H -5.83538 3.67430 1.86764
H -2.90639 1.54435 8.73634
H 5.63635 1.03272 -7.99528
H 7.41092 2.04005 -5.77621
H 3.87997 -5.17090 4.25970
H 8.16516 0.69798 -1.13522
H -2.62259 3.11221 -7.43022
H -1.80430 6.54670 1.28986
H -2.46541 1.22892 5.62770
H -0.27732 7.20557 1.85968
H 7.08967 -0.08005 1.61974
H -1.81379 8.14250 -0.63953
H 0.02861 -4.02496 -3.65810
H -0.03908 -6.63678 -4.43673
H 6.40359 -7.57165 1.96532
H -2.54427 -4.57425 3.80462
H -1.45908 -3.02867 2.19015
H -5.63487 4.93177 -0.63797
H 1.32755 3.06002 -7.99070
H 4.74002 -6.03590 2.13127
H -7.98462 -2.97814 -2.73371
H -2.08182 8.43193 3.25565
H 6.67611 1.24279 -0.41294
H -2.65898 4.79603 -7.37086
H -0.38949 10.23060 -0.57316
H -2.61043 -1.31802 7.42426
H -6.90087 1.57615 0.85225
H 7.90334 -1.11725 0.33377
H 7.99657 2.88473 0.97773
H -8.10592 -3.33803 1.71829
H 0.71121 9.39841 0.45090
H -4.72406 3.41380 -0.24337
H 4.55503 -6.70411 5.13658
H 0.97101 3.92596 -5.73290
H 1.96248 -3.80782 -0.83005
H 0.88166 0.43672 -1.69562
H -2.97262 -0.94416 9.08241
H 3.17898 1.39877 6.98095
H -1.11839 -6.73572 -6.86535
H -8.27659 -1.86405 -0.41967
H -5.13312 -0.05559 8.39163
H -5.65111 -4.21292 0.94657
H 6.57661 -0.08526 -7.01082
H 0.54390 -6.09296 -6.75658
H 0.70135 2.28615 -5.30338
H -8.60882 3.64686 -0.60073
H 6.16633 -8.18057 3.57660
H 6.11054 2.96103 -6.61648
H -3.04496 8.59885 2.00855
H -7.13779 4.69601 1.26793
H -8.23207 2.56185 1.56888
H 2.91964 -0.86950 -0.40019
H 10.49275 2.33887 1.46595
H -8.18244 -4.71381 0.70525
H -0.15106 7.52153 -0.52250
H -2.22134 -4.51691 -6.99866
H 2.59039 -3.10868 0.59090
H 10.49209 1.37835 -0.07447
H 4.07471 -7.43069 2.74830
H -3.24523 2.55764 6.39274
H 1.18933 -4.39812 -4.72006
H 2.69965 -0.59830 4.74504
```

Atomic partial charges in e from the Löwdin method, atoms 1 to 4:
1. Br 0.53
2. Br 0.60
3. Br 0.59
4. Br 0.62

Record 4
Molecular formula: C5H13NO2
Method: DFT, ωB97M-V with the def2-TZVPD basis set

E_HOMO, eV: -7.78
Multiplicity: 1
Energy relative to the best compared isomer or geometry (same formula, charge and spin), kJ/mol: 612.71
Kohn-Sham gap, Eh: 0.176

```
21
C5H13NO2 | OMol25 | ωB97M-V with the def2-TZVPD basis set
O 2.31698 0.03638 -1.28217
O 2.48292 -1.01073 0.87965
N -0.12988 -1.39406 -0.28576
C -0.36587 1.22977 -0.45971
C 0.55386 1.76211 0.75792
C -2.31958 -0.35190 -0.13967
C -3.03167 -1.44594 0.30137
C -0.94866 -0.14676 -0.28098
H -1.26091 2.00200 -0.40666
H 1.42306 1.10390 0.67489
H 0.24914 1.93437 1.82473
H 2.42664 -0.42793 -0.08729
H -4.11600 -1.32578 0.57889
H 2.97256 -0.43705 -1.72057
H -2.53152 -2.37663 0.01650
H 0.44386 -1.14736 -1.07904
H 3.32332 -1.37736 1.15484
H 0.84220 2.77069 0.39456
H -2.96632 0.57192 -0.05789
H 0.40082 -1.48813 0.55930
H 0.23505 1.51848 -1.34295
```

Atomic partial charges in e from the Löwdin method, atoms 1 to 4:
1. O -0.31
2. O -0.25
3. N 0.14
4. C -0.16

- multiplicity of number 4 (C5H13NO2)?
  1

- The highest multiplicity belongs to which entry?
  C42H82Br6F3NiO18S8

- Which of these has the highest multiplicity?
  C42H82Br6F3NiO18S8